{"formula": "C2H5NOS", "method": "the ωB97M-V functional and the def2-TZVPD basis", "e_above_lowest_kj_mol": 413.2, "homo_lumo_gap_ev": 9.553, "total_energy_ha": -607.24945, "lumo_energy_ev": 0.427, "smiles": "CS/C=N\\O", "symbols": ["S", "O", "N", "C", "C", "H", "H", "H", "H", "H"], "positions_angstrom": [[0.42277, -1.11150, -0.42560], [-2.35676, -0.69472, 0.39346], [-1.93741, 0.22397, -0.37874], [1.44907, 0.24604, 0.41471], [-0.68305, 0.14404, -0.75805], [1.42668, 1.02096, -0.47203], [-1.38642, -1.02894, 0.83416], [-0.35260, 0.76826, -1.47202], [2.61338, -0.12669, 0.61307], [0.80433, 0.55858, 1.25104]], "forces_ev_per_a": [[1.3, -0.2, 1.7], [2.4, -3.1, 4.2], [2.9, 2.6, -3.5], [2.2, -0.6, -2.1], [-4.4, -1.2, 1.0], [0.6, -1.1, 2.3], [-3.3, -0.2, -1.1], [0.7, 2.7, -2.2], [-3.4, 1.1, -0.2], [1.0, 0.1, -0.1]], "mulliken_charge": [-0.163, -0.285, -0.280, -0.620, -0.343, 0.221, 0.332, 0.595, 0.277, 0.266]}

=====

{"formula": "C5H6O4Rh", "method": "the ωB97M-V functional and the def2-TZVPD basis", "e_above_lowest_kj_mol": 10.9, "homo_lumo_gap_ev": [8.483, 6.356], "total_energy_ha": -604.65781, "s2": 8.771, "lumo_energy_ev": [-8.406, -12.704], "multiplicity": 6, "total_charge": 2, "symbols": ["Rh", "O", "O", "O", "O", "C", "C", "C", "C", "C", "H", "H", "H", "H", "H", "H"], "positions_angstrom": [[0.11815, 1.36966, 1.54881], [-0.65059, -0.68189, -0.28579], [0.80647, 2.72640, 0.34673], [0.45163, -1.71939, 1.33860], [1.84852, 0.04198, 0.10425], [1.73361, 2.38495, -0.45114], [-1.85704, -1.31336, -0.04623], [-2.79864, -1.32249, -0.98319], [2.23784, 1.06340, -0.57185], [0.25007, -0.54538, 0.71987], [3.14527, 0.92250, -1.16826], [2.30776, 3.16688, -0.96658], [-2.64485, -0.85288, -1.95549], [-3.69425, -1.92266, -0.82656], [0.74160, -1.58530, 2.24661], [-1.99557, -1.73242, 0.95024]], "forces_ev_per_a": [[-0.3, -1.1, 0.9], [-2.4, -1.2, -1.4], [0.3, 1.1, -0.8], [-0.2, 1.5, -1.7], [-1.3, -1.6, 0.6], [1.2, 0.1, -0.3], [4.1, 0.9, 2.4], [-1.6, -0.3, -2.8], [0.3, 1.0, -0.4], [0.2, -0.3, 3.2], [-0.3, -0.1, 0.0], [-0.5, -0.1, -0.1], [-0.1, 0.0, 0.2], [0.0, 0.3, 0.1], [0.5, -0.1, 0.3], [0.2, 0.0, -0.2]], "mulliken_charge": [0.730, -0.105, -0.716, -0.362, -0.427, 0.266, 0.445, -0.578, -0.091, 0.560, 0.428, 0.420, 0.321, 0.327, 0.374, 0.408]}

=====

{"formula": "C33H32N3O6RuSSi", "method": "the ωB97M-V functional and the def2-TZVPD basis", "e_above_lowest_kj_mol": 301.3, "homo_lumo_gap_ev": [3.825, 3.727], "total_energy_ha": -2674.96914, "s2": 0.763, "lumo_energy_ev": [4.024, 4.024], "multiplicity": 2, "total_charge": -2, "symbols": ["Ru", "S", "Si", "O", "O", "O", "O", "O", "O", "N", "N", "N", "C", "C", "C", "C", "C", "C", "C", "C", "C", "C", "C", "C", "C", "C", "C", "C", "C", "C", "C", "C", "C", "C", "C", "C", "C", "C", "C", "C", "C", "C", "C", "C", "C", "H", "H", "H", "H", "H", "H", "H", "H", "H", "H", "H", "H", "H", "H", "H", "H", "H", "H", "H", "H", "H", "H", "H", "H", "H", "H", "H", "H", "H", "H", "H", "H"], "positions_angstrom": [[-0.46947, -0.13741, -1.36695], [-1.37225, -2.42526, 0.19341], [1.34225, 0.84597, 1.14743], [0.00036, -2.43049, -0.31271], [-1.56228, -0.86974, -3.17565], [1.50600, 1.23793, -0.47065], [-2.37613, 1.29805, -1.22369], [-4.55659, 1.21737, -0.82151], [-2.26714, -3.43027, -0.35196], [-0.56522, 0.99501, -4.08226], [-1.86730, -0.91881, 0.13123], [0.32990, 1.01887, -3.09118], [1.79800, 4.30238, 4.30773], [-3.41424, 0.76957, -0.77512], [1.70944, 4.58820, 2.94630], [4.03465, -2.04506, 2.60325], [2.57108, 1.77541, -2.51376], [3.86458, 1.88960, -0.38997], [-3.24343, -0.61304, -0.01202], [3.40955, -2.64615, 0.36869], [-3.90153, -0.22586, -4.72466], [4.11004, -2.93714, 1.53625], [2.65713, -1.49686, 0.26941], [1.77336, 1.75934, -4.89254], [2.51857, -0.61144, 1.35989], [-0.39506, -2.28354, 4.13262], [-0.31342, -2.18502, 2.76077], [1.73903, 2.97307, 4.71770], [-1.55227, 0.12039, -3.98363], [1.62357, 1.96214, 3.79368], [-2.45711, -3.49598, 3.94208], [1.52527, 1.49093, -3.42453], [-3.46829, 1.33469, -6.97578], [-4.93989, 0.02880, -5.59677], [-2.37464, -3.40457, 2.56744], [1.58043, 2.21735, 2.41238], [-1.47531, -2.92356, 4.74957], [-4.73283, 0.81256, -6.72632], [-2.63442, 0.32113, -4.95223], [-1.30675, -2.74574, 1.96584], [-2.43135, 1.09653, -6.10065], [1.60542, 3.56980, 2.02670], [-1.57546, -2.96168, 6.24898], [3.24761, -0.91833, 2.51654], [2.59754, 1.64082, -1.15728], [1.01074, 2.44746, -5.25700], [-3.13790, -3.81876, 1.92853], [3.64373, 2.43080, 0.52874], [-5.92918, -0.37107, -5.39841], [2.12669, -1.27950, -0.65468], [1.71286, 5.62004, 2.61273], [3.19354, -0.23973, 3.35583], [-5.55026, 1.00689, -7.41154], [-3.75072, -0.50780, 0.96330], [1.52422, 0.94297, 4.13440], [0.36905, -1.82921, 4.74885], [-1.44578, 1.49814, -6.27868], [-4.04595, -0.82591, -3.83858], [1.51598, 3.80289, 0.97340], [2.76028, 2.18803, -5.05901], [-0.81819, -3.62571, 6.67200], [4.70967, -3.83656, 1.61599], [-3.30457, 1.93617, -7.86318], [-0.11331, 0.58531, 1.01911], [4.34297, 0.94382, -0.11997], [3.44961, -3.33127, -0.46957], [1.75919, 2.74086, 5.77587], [4.60361, -2.23341, 3.50573], [-3.76085, -1.39000, -0.59427], [-1.41586, -1.96717, 6.66678], [0.51020, -1.67237, 2.29114], [3.49093, 2.12246, -2.97027], [1.89072, 5.09722, 5.03428], [1.66292, 0.83913, -5.46953], [-2.55568, -3.30994, 6.57268], [-3.30047, -3.99751, 4.40119], [4.56039, 2.47376, -0.99194]], "forces_ev_per_a": [[-1.2, 2.0, -1.3], [-0.3, 1.1, -0.3], [-0.7, -0.5, -1.0], [0.0, -0.8, 0.8], [-0.7, 0.8, -0.3], [0.4, 0.8, 0.8], [1.0, 0.3, -0.4], [-1.2, 0.3, 0.0], [0.0, 0.0, 0.3], [-0.4, 0.7, -1.0], [2.2, -1.7, 0.0], [1.3, -1.4, 1.4], [-0.1, -0.3, -0.3], [0.4, -1.0, 0.8], [0.1, 0.4, 0.6], [0.4, -0.5, 0.0], [0.2, -0.3, 1.5], [-0.2, -0.2, 0.0], [-0.9, 0.6, -0.6], [0.4, -0.4, 0.1], [0.6, 0.1, 0.2], [-0.2, 0.4, 0.0], [-0.6, 0.7, 0.2], [-0.1, 0.2, 0.3], [0.3, -0.4, 0.1], [-0.3, -0.1, 0.2], [-0.1, -0.2, -0.3], [0.0, 0.7, 0.4], [1.4, -1.1, 1.5], [-0.1, -0.4, -0.8], [0.3, 0.2, 0.5], [-1.7, -0.2, -1.0], [-0.3, 0.0, -0.2], [-0.3, 0.1, -0.3], [0.2, 0.1, -0.5], [0.3, 0.6, 0.3], [-0.1, 0.0, -0.2], [0.0, -0.1, 0.0], [-0.8, 0.0, -0.7], [-0.2, -0.2, -0.1], [0.1, -0.2, 0.3], [-0.1, -0.8, -0.4], [0.1, 0.0, 0.0], [-0.5, 0.6, -0.3], [0.6, 0.2, -1.3], [0.0, 0.1, -0.2], [-0.1, -0.1, -0.1], [0.2, 0.1, 0.2], [0.1, 0.0, 0.0], [0.0, -0.1, 0.1], [0.0, 0.0, 0.0], [0.1, 0.0, 0.2], [0.0, 0.0, 0.0], [0.0, 0.0, -0.2], [0.0, -0.2, 0.2], [0.1, 0.0, 0.1], [0.1, 0.1, 0.1], [0.0, 0.0, 0.1], [0.0, 0.1, -0.1], [0.1, 0.0, 0.0], [0.0, 0.0, 0.1], [0.0, 0.0, 0.0], [0.0, 0.0, 0.0], [0.1, -0.3, 0.5], [0.1, 0.0, 0.1], [0.0, 0.0, 0.0], [0.0, 0.0, 0.0], [0.0, 0.0, 0.1], [-0.1, 0.2, 0.1], [0.0, 0.0, 0.1], [0.1, 0.0, -0.1], [0.0, 0.0, 0.1], [0.0, 0.1, 0.0], [0.0, 0.0, -0.1], [0.0, 0.0, 0.0], [-0.1, 0.0, 0.0], [0.0, 0.0, 0.0]], "mulliken_charge": [0.334, 1.619, 0.151, -0.695, -0.892, -0.083, -0.523, -0.821, -0.805, -0.580, 0.113, 0.424, -0.446, 0.216, -0.522, -0.599, -0.807, -1.535, -0.663, -0.514, -0.415, -0.560, -0.056, -1.436, 0.479, -0.918, 0.388, -0.549, 0.461, -0.331, -0.732, 0.812, -0.638, -0.614, -0.880, 0.549, 1.037, -0.294, 0.542, -0.989, -0.174, -0.392, -1.400, -0.141, 0.792, 0.256, 0.452, 0.280, 0.349, 0.019, 0.377, 0.271, 0.340, 0.283, 0.191, 0.409, 0.388, 0.379, 0.402, 0.362, 0.295, 0.332, 0.352, -0.138, 0.223, 0.395, 0.380, 0.366, 0.319, 0.322, 0.610, 0.138, 0.356, 0.286, 0.353, 0.294, 0.445]}

=====

{"formula": "C33H35Cl5N4P2Pb", "method": "the ωB97M-V functional and the def2-TZVPD basis", "homo_lumo_gap_ev": [3.951, 2.912], "total_energy_ha": -4673.17156, "lumo_energy_ev": [-7.929, -8.521], "total_charge": 2, "symbols": ["Pb", "Cl", "Cl", "Cl", "Cl", "Cl", "P", "P", "N", "N", "N", "N", "C", "C", "C", "C", "C", "C", "C", "C", "C", "C", "C", "C", "C", "C", "C", "C", "C", "C", "C", "C", "C", "C", "C", "C", "C", "C", "C", "C", "C", "C", "C", "C", "C", "H", "H", "H", "H", "H", "H", "H", "H", "H", "H", "H", "H", "H", "H", "H", "H", "H", "H", "H", "H", "H", "H", "H", "H", "H", "H", "H", "H", "H", "H", "H", "H", "H", "H", "H"], "positions_angstrom": [[1.93138, -2.50271, -1.00649], [-3.06878, 2.77646, 1.31325], [-7.39698, 0.06925, 3.06100], [-3.06429, -2.68572, 1.48610], [-5.88475, -2.63873, 2.72550], [-6.01609, 2.74183, 2.23547], [-1.19587, 0.16202, 1.95230], [-1.45622, 1.12244, -1.63129], [-1.90590, 2.80148, -1.90389], [-0.53307, 0.97394, -3.17300], [-0.39970, -1.32295, 2.24752], [-0.96387, 0.70071, 3.65826], [4.33333, -2.75794, -2.90245], [-1.98324, 5.06841, -2.05166], [-0.75224, -2.35759, 3.14087], [-3.73912, -1.15749, 1.94412], [-3.77971, 1.26376, 1.81784], [0.08836, 0.31529, 4.50625], [0.56511, 1.71883, -3.62156], [1.26167, -2.86564, 2.23301], [0.24014, 0.00337, -5.08573], [0.86842, -1.61613, 1.75099], [0.00156, 1.27425, -0.50681], [-3.00890, 0.06854, 1.83140], [-0.22096, 1.40807, 1.02311], [4.06503, 0.07839, -1.38088], [0.19447, -3.36477, 3.03805], [5.04783, -2.82100, -1.53860], [4.19894, -0.26820, 0.11207], [4.10499, -2.79972, -0.32946], [-0.13950, 0.84094, 5.76786], [-5.08210, -1.16783, 2.36014], [-0.71883, -0.07936, -4.08026], [1.04735, 1.15561, -4.80452], [3.18826, -1.77855, -2.97088], [-5.78654, 0.05452, 2.50526], [2.96731, -0.68414, -2.09663], [-1.80963, -1.98610, -1.39345], [-1.83579, 1.48369, 4.41137], [-3.04264, 4.52999, -2.84330], [-2.96523, 3.14945, -2.76210], [-5.14719, 1.26743, 2.15638], [-1.35424, 1.58756, 5.69970], [3.82037, -1.66562, 0.45410], [-1.28986, 3.99161, -1.50695], [1.38175, -0.87302, 1.16315], [3.57524, -1.80037, 1.51017], [-0.42168, 3.97083, -0.86069], [0.49571, 0.69129, 6.62380], [-1.53901, -0.75966, -3.95954], [3.96713, -3.79449, 0.13046], [5.08944, -2.51659, -3.67550], [3.77497, 1.14186, -1.44748], [-1.81180, 2.12653, 6.51753], [3.96466, -3.77256, -3.15273], [2.19241, -3.35054, 2.03202], [-0.71518, 2.36859, 1.24988], [0.33224, -0.67333, -5.91911], [-1.52867, -2.98684, -1.03440], [0.76536, 1.49248, 1.51159], [-3.77127, 5.09883, -3.41842], [-2.47566, -1.36738, -0.78305], [0.59987, 2.13912, -0.84229], [5.62558, -3.76519, -1.52703], [1.87230, 1.51516, -5.39983], [5.79307, -2.01449, -1.52200], [0.58113, 0.35353, -0.69865], [-1.65451, -2.30956, 3.71938], [-1.87542, -1.86369, -2.47689], [2.69624, -1.73413, -3.95921], [3.55200, 0.41749, 0.68164], [0.11329, -4.36950, 3.43319], [0.89792, 2.59693, -3.09113], [5.05717, 0.02857, -1.86907], [-2.73439, 1.87682, 3.95490], [2.04446, -0.08018, -2.24082], [5.21874, -0.00841, 0.45866], [-1.74561, 6.11763, -1.90492], [0.86414, -0.35036, 4.17180], [-3.56492, 2.36699, -3.21742]], "forces_ev_per_a": [[-3.9, -1.2, -0.2], [-0.4, -0.5, 0.3], [0.4, 0.0, -0.2], [-0.4, 0.3, 0.1], [0.2, 0.2, -0.2], [0.2, -0.2, -0.1], [0.7, 0.4, 4.4], [0.2, 1.3, -2.1], [-0.1, 0.3, 0.0], [0.3, -0.7, 0.2], [0.1, 0.1, -0.4], [-0.6, -0.2, -1.3], [0.3, -0.1, 0.0], [0.5, -1.0, 0.4], [0.6, -0.7, -0.7], [0.0, 0.1, 0.2], [-0.1, 0.0, 0.0], [-0.2, 0.2, 0.8], [-0.1, -0.7, -0.7], [-1.1, 1.5, -0.5], [-0.6, 0.4, 1.2], [0.3, -1.0, 0.4], [0.3, 0.1, 0.2], [-0.6, -0.4, -0.7], [0.2, 0.1, -0.8], [0.4, 0.4, 0.6], [-0.6, 1.2, 0.0], [0.1, 0.0, -0.5], [-0.1, 0.9, -0.1], [2.2, 0.2, 1.5], [-0.1, -0.3, -1.6], [0.0, 0.6, 0.0], [1.0, 0.6, -0.3], [-0.8, -0.2, 1.1], [0.7, 1.8, -0.5], [0.6, 0.0, -0.1], [0.5, 0.5, -2.1], [0.0, -0.5, 0.0], [0.0, 0.2, 0.6], [0.2, -0.8, 0.0], [0.2, 0.4, 0.6], [0.4, -0.4, 0.1], [-0.2, -0.1, -0.8], [1.7, -1.3, -0.2], [-0.6, 0.4, -0.2], [0.1, 0.0, 0.1], [-0.4, -0.2, -0.4], [-0.2, 0.1, -0.1], [0.0, 0.0, 0.0], [-0.1, 0.0, -0.1], [0.1, 0.6, 0.0], [-0.4, -0.1, 0.1], [0.2, -0.4, 0.0], [0.0, 0.0, -0.2], [0.0, 0.5, -0.1], [0.2, -0.2, 0.0], [0.1, -0.6, 0.1], [-0.1, 0.1, -0.1], [-0.1, 0.6, -0.1], [-0.4, -0.4, 0.2], [0.3, -0.3, 0.2], [0.4, -0.4, -0.3], [0.0, -0.4, 0.3], [-0.3, 0.5, 0.2], [-0.1, 0.1, 0.1], [-0.3, -0.2, 0.5], [-0.2, 0.3, -0.1], [-0.1, 0.0, 0.0], [0.1, -0.1, 0.6], [-0.7, -0.5, 0.9], [0.1, -0.2, 0.0], [0.1, 0.4, 0.4], [-0.1, 0.1, -0.1], [-0.7, -0.3, 0.0], [0.2, 0.0, 0.3], [0.7, -0.4, -0.6], [-0.3, -0.4, 0.0], [0.0, -0.3, 0.0], [0.1, 0.0, 0.0], [0.1, 0.3, 0.1]], "mulliken_charge": [0.831, -0.049, -0.099, -0.032, -0.129, -0.114, 0.135, -0.591, 0.879, 0.629, 1.062, 0.638, -0.804, -0.713, -0.771, 0.337, -0.113, -0.341, -0.420, -0.608, -1.024, -0.356, 0.977, -0.406, -1.493, -1.271, -1.440, -0.963, -0.668, -0.203, -0.802, 0.121, -0.424, -0.658, -0.786, 0.109, 0.825, -0.684, -0.532, -0.702, -0.556, 0.443, -0.631, -0.782, -0.439, 0.392, 0.833, 0.392, 0.472, 0.629, 0.661, 0.432, 0.438, 0.472, 0.366, 0.535, 0.975, 0.530, 0.404, 0.466, 0.438, 0.233, 0.903, 0.378, 0.501, 0.338, -1.632, 0.784, 0.159, 0.555, 0.317, 0.497, 0.438, 0.423, 0.493, 0.097, 0.372, 0.482, 0.422, 0.424]}

=====

{"formula": "C2H4N4O2", "method": "the ωB97M-V functional and the def2-TZVPD basis", "e_above_lowest_kj_mol": 278.1, "homo_lumo_gap_ev": 9.579, "total_energy_ha": -447.99650, "lumo_energy_ev": 0.482, "smiles": "[H]/N=c1\\onc(N)n1O", "symbols": ["O", "O", "N", "N", "N", "N", "C", "C", "H", "H", "H", "H"], "positions_angstrom": [[1.19704, -1.07930, 0.14438], [-1.62047, 0.69354, 0.70593], [-1.11510, 1.36122, -0.60151], [0.87393, 0.75073, -1.77922], [-1.01088, -1.23404, 1.88073], [0.27834, -0.10625, 0.26573], [-0.00104, 0.82350, -0.74753], [-0.88495, -0.31870, 1.04020], [0.74006, 1.28120, -2.63981], [1.73709, 0.15050, -1.56619], [1.70604, -1.16908, 1.03243], [-1.90006, -1.15332, 2.26485]], "forces_ev_per_a": [[2.1, -1.1, 1.2], [-1.9, 2.3, -1.5], [-2.9, 1.0, 1.6], [1.4, -0.2, 0.1], [1.4, -0.5, -0.4], [-0.9, 0.5, 1.2], [2.9, -3.8, 0.1], [2.8, 0.3, -1.4], [0.3, -0.4, 0.7], [-2.0, 1.5, -0.8], [-1.4, 0.5, -2.0], [-2.0, -0.1, 1.2]], "mulliken_charge": [-0.499, -0.290, -0.440, -0.390, -0.667, 0.160, 0.435, 0.562, 0.219, 0.256, 0.395, 0.259]}

=====

{"formula": "C2H6N4O", "method": "the ωB97M-V functional and the def2-TZVPD basis", "e_above_lowest_kj_mol": 818.5, "homo_lumo_gap_ev": 8.691, "total_energy_ha": -373.79860, "lumo_energy_ev": -0.515, "symbols": ["O", "N", "N", "N", "N", "C", "C", "H", "H", "H", "H", "H", "H"], "positions_angstrom": [[-2.45961, -0.50011, 0.17833], [-0.41515, 0.15924, -0.33142], [1.48284, -1.21767, 0.26680], [1.89482, 0.96726, -0.01266], [-0.96152, 1.38549, -0.02817], [1.02742, 0.00699, -0.24134], [-1.28410, -0.85919, -0.14936], [-0.95536, 1.83066, 1.47690], [1.26117, 1.91876, -0.26831], [-2.40937, 1.58055, -0.42243], [2.39794, -1.09869, 0.46771], [-1.08953, -1.98823, -0.49097], [1.51045, -2.18506, -0.44507]], "forces_ev_per_a": [[3.0, -2.7, -0.7], [0.4, 0.3, 0.6], [-3.6, -5.2, -4.0], [-4.8, 2.1, -2.7], [-2.2, 4.4, 1.6], [1.7, 1.9, 2.6], [-5.0, -1.3, -0.1], [-0.2, -2.1, -4.4], [2.2, -2.8, 1.1], [5.3, -1.5, 1.5], [3.6, 0.6, 0.9], [0.2, 2.6, 1.0], [-0.6, 3.8, 2.4]], "mulliken_charge": [-0.566, 0.484, -0.550, -0.634, -0.929, 0.403, 0.138, 0.235, 0.320, 0.358, 0.273, 0.199, 0.268]}